1.
43
Properties=species:S:1:pos:R:3:forces:R:3 method="wB97M-V/def2-TZVPD" orbital_gap_ev=4.80 charge=-1
C 2.8360 -1.3576 -1.0378 -0.4572 0.1706 0.3741
C 3.1725 -0.7919 -2.3458 -0.6427 -0.2624 -0.2911
C 2.1875 -1.1624 -3.2552 0.9502 0.2314 0.6815
H 4.0652 -0.2090 -2.5405 -0.2593 0.0512 -0.0157
C 1.2198 -1.9774 -2.5911 0.5481 -0.3371 1.5783
C 1.6024 -2.1409 -1.2549 0.3289 -0.4111 -1.1743
H 1.1124 -2.7417 -0.4891 0.0039 0.2025 -0.2972
H 3.5897 -1.5600 -0.2613 -0.0108 -0.5199 -0.5680
H 2.1576 -0.9081 -4.3116 0.0020 0.1179 0.3476
H 0.3619 -2.4357 -3.0596 -0.1218 0.1619 0.0809
Ga 1.8691 -0.0160 0.2061 0.1082 0.6776 -2.4333
Cl 3.1453 1.6716 0.6665 0.2114 -0.0629 0.4579
C -0.0746 2.6799 -1.8682 0.5791 -0.7152 -0.5700
C -0.8328 1.8342 -2.7348 0.8680 0.1556 -0.2358
C -0.0365 1.5545 -3.8862 0.0602 0.5501 0.7991
H -1.8360 1.4754 -2.5365 0.0016 -0.0082 -0.0761
C 1.2130 2.2199 -3.7343 -0.5949 0.1272 0.8153
C 1.1982 2.9005 -2.4821 -0.5582 -0.4387 -0.3825
H 2.0109 3.4867 -2.0649 -0.0825 -0.0502 -0.0430
H -0.3838 3.0393 -0.8952 -0.0416 0.0829 -0.0340
H -0.3269 0.9287 -4.7184 -0.0334 -0.0319 -0.0661
H 2.0580 2.1879 -4.4153 -0.1261 -0.0235 0.0028
C -1.8728 1.1509 3.2712 -0.4150 0.0507 0.2580
C -1.0115 0.3085 2.3713 0.2002 0.0110 0.4055
C 0.2892 -0.0195 3.1619 0.1384 -0.1040 0.0568
O -0.6470 1.0768 1.2170 0.2332 -1.3909 0.0301
B -0.1400 -0.0502 0.5299 -0.0514 1.1078 -1.2750
O -0.9689 -1.1581 0.4805 0.8528 0.8515 0.9260
C -1.6757 -0.9668 1.7228 -1.2217 -0.1583 0.2904
C -1.5599 -2.2305 2.5429 0.2242 -0.3694 0.2555
C -3.1554 -0.7636 1.4239 -0.3170 0.2507 -0.0381
H -1.3305 2.0626 3.5561 -0.0317 -0.3274 -0.0330
H -2.0957 0.5608 4.1689 -0.1503 0.2773 -0.0069
H -2.8016 1.4666 2.7895 0.1192 -0.1300 0.0310
H 0.8396 0.9197 3.3342 -0.3090 -0.2856 0.0067
H 0.0596 -0.5073 4.1187 0.0673 0.1806 -0.1637
H 0.9913 -0.6813 2.6217 -0.4288 0.1110 0.2077
H -2.0801 -2.0783 3.5004 0.1963 -0.1971 -0.1576
H -2.0346 -3.0626 2.0031 0.0512 0.2697 0.1797
H -0.5189 -2.5232 2.7244 -0.1938 0.1511 0.0469
H -3.3497 0.1157 0.7969 0.1795 -0.1334 0.1931
H -3.5554 -1.6403 0.8976 0.1863 0.1688 0.1175
H -3.6910 -0.6581 2.3772 -0.0629 -0.0019 -0.2810

2.
43
Properties=species:S:1:pos:R:3:forces:R:3 method="wB97M-V/def2-TZVPD" orbital_gap_ev="4.66 / 6.84" relative_energy_ev=0.000 multiplicity=5
C -2.1496 -1.3246 -2.2053 -2.5681 -1.2953 -0.5488
C -1.6872 -1.5196 -3.5397 -2.3974 -2.1561 -1.4397
C -1.4389 -0.2451 -4.1010 -1.6018 0.3576 -3.2369
H -1.5086 -2.4662 -4.0529 -0.2811 0.2922 0.3450
C -1.7540 0.7455 -3.1311 -1.7628 2.2118 -1.0725
C -2.2185 0.0762 -1.9662 -1.7026 0.5140 1.0999
H -2.5005 0.5625 -1.0324 0.0689 -0.3329 -0.3101
H -2.3979 -2.1166 -1.5144 0.0131 0.1600 -0.0132
H -1.0634 -0.0473 -5.0990 -0.2000 -0.0798 0.1195
H -1.6577 1.8139 -3.2748 -0.2300 -0.1224 0.0133
Os -0.2547 -0.4809 -2.4552 5.6298 -0.1455 5.4987
Cl -0.0380 -2.4133 0.0660 0.1114 0.1256 0.2976
C 2.2343 -0.4572 -1.4080 0.8978 0.2302 -0.4449
C 1.8709 0.7913 -1.9726 1.3365 0.2064 0.2803
C 1.4282 0.5767 -3.3182 0.7814 0.3534 0.0038
H 1.9082 1.7545 -1.4529 -0.0420 -0.4436 -0.3347
C 1.5370 -0.8443 -3.5886 1.0954 -0.1966 0.3819
C 1.9731 -1.4765 -2.3677 0.8376 0.3348 -0.4410
H 2.0696 -2.5478 -2.1946 0.0342 0.4021 -0.2102
H 2.6691 -0.6117 -0.4272 -0.3015 0.0193 -0.1751
H 1.0804 1.3533 -3.9917 0.4236 -0.1845 -0.0503
H 1.3448 -1.3589 -4.5186 0.0888 0.1516 -0.0476
C 1.7455 0.9856 3.3614 -0.1296 0.5515 0.2094
C 0.7422 0.0482 2.7453 0.0126 -0.1482 -0.0037
C 0.5878 -1.2036 3.6439 -0.4514 -0.0727 -0.0685
O 1.2986 -0.4838 1.5015 -0.8335 0.2575 0.2204
B 0.1410 -0.8099 0.8516 -0.1678 -0.7477 -1.0210
O -0.9620 -0.0316 1.0526 0.7202 -0.3326 0.6864
C -0.6181 0.7473 2.2532 0.0254 -0.1598 -0.2970
C -1.8001 0.5440 3.1828 -0.0272 -0.0806 0.2324
C -0.4860 2.1978 1.7633 0.1536 0.1973 0.2229
H 2.7289 0.5063 3.4137 -0.2336 0.0612 0.0694
H 1.4062 1.2600 4.3734 0.2336 -0.0808 -0.2646
H 1.8243 1.9079 2.7804 0.1746 -0.1644 0.0405
H 1.4765 -1.8456 3.4999 -0.2629 0.5407 0.2251
H 0.4799 -0.9179 4.7013 0.0102 -0.2090 -0.3256
H -0.2695 -1.8423 3.3544 0.2889 0.4211 0.1019
H -1.5991 0.9080 4.1973 -0.0351 -0.0205 -0.1696
H -2.6697 1.0664 2.7790 0.0760 0.0601 0.0798
H -2.0659 -0.5207 3.2221 0.1705 0.3055 0.1105
H 0.3150 2.3024 1.0160 -0.1637 -0.1481 0.2699
H -1.4245 2.5011 1.2721 0.2613 -0.2497 0.2097
H -0.2973 2.9164 2.5810 -0.0535 -0.3834 -0.2435

3.
75
Properties=species:S:1:pos:R:3:forces:R:3 method="wB97M-V/def2-TZVPD" orbital_gap_ev=6.54 charge=-1
C 2.8973 -1.9475 -0.2696 -0.6816 -0.7061 0.2333
O 3.8171 -1.0275 0.3272 -0.2708 0.1670 -0.8485
C 3.8144 0.2386 -0.3148 0.3094 1.0210 0.2278
C 2.4805 1.0480 -0.1668 -0.2918 -0.2012 0.0406
C 1.6965 0.7833 1.1648 -0.4457 0.1525 0.3357
Si -0.1986 0.6845 0.8472 1.5735 -0.2718 -2.0662
C -0.6243 -0.6147 -0.5018 -0.7416 -3.2063 -1.3759
O -0.7209 -0.2778 -1.7192 0.5826 1.7005 0.3040
O -0.8147 -1.8468 -0.2147 0.5476 1.7383 1.3164
H 2.3130 -2.4166 0.5634 0.4419 0.2609 -0.7787
H 3.4153 -2.7521 -0.8512 -0.1726 0.6385 0.5349
H 2.1529 -1.4845 -0.9575 0.5230 -0.0492 0.4977
H 4.6346 0.8425 0.1579 -0.5594 -0.6902 -0.2353
H 4.0866 0.1642 -1.4004 -0.2968 -0.0980 0.6580
H 2.7285 2.1387 -0.1930 -0.1550 -0.8315 -0.2019
H 1.8286 0.8466 -1.0529 0.7132 0.1957 1.2548
H 1.8700 1.6372 1.8642 -0.0212 -0.7848 -0.2729
H 1.9574 -0.1669 1.6834 0.2115 0.6413 -0.4287
H -0.9421 0.3680 2.0598 0.4919 -1.8799 -1.8332
H -0.6018 2.0279 0.3648 -0.2603 0.0846 0.2535
C 2.7543 1.2720 -4.4329 -0.2375 -0.2096 0.2138
Br 2.1055 2.1020 -6.0585 0.1124 -0.0170 0.1139
Br 4.0476 2.3933 -3.5229 -0.1512 0.0543 -0.1337
Br 1.3089 0.7459 -3.2611 -0.1594 -0.0500 -0.9613
H 3.2737 0.3661 -4.7261 0.0260 0.1616 -0.0526
C -1.9484 2.4273 4.8339 0.1693 -0.2005 0.7091
Br -3.0313 1.5676 6.1987 0.0902 0.2374 -0.2135
Br -1.3002 1.1470 3.4831 -1.2101 2.3509 2.4660
Br -2.8715 3.9157 4.0167 0.0672 -0.2429 0.0488
H -1.0761 2.8333 5.3382 -0.1814 0.0515 0.0374
C 5.9359 -3.7328 -3.4260 0.0686 -0.0167 -0.0321
Br 4.6028 -4.9363 -4.1416 0.0528 0.1642 0.0708
Br 5.2218 -1.9567 -3.1735 -0.0274 -0.2462 0.0125
Br 6.7353 -4.4211 -1.8066 -0.1404 0.0984 -0.1656
H 6.7261 -3.6584 -4.1635 -0.0898 -0.0166 0.0772
C -7.1275 2.0859 4.4138 0.1132 0.0286 -0.0816
Br -6.9799 2.5094 2.5369 -0.1091 -0.0952 0.2333
Br -7.8581 3.5618 5.4272 0.0488 -0.1581 -0.0823
Br -8.1208 0.4525 4.7074 0.0773 0.2000 -0.0334
H -6.1228 1.9165 4.7813 -0.0389 0.0120 0.0184
C -8.4196 2.1890 -1.7861 -0.0619 -0.0483 0.1303
Br -9.9684 3.3373 -1.9561 0.1350 -0.1028 0.0502
Br -6.9305 3.1124 -0.9783 -0.1386 -0.1040 -0.1245
Br -8.8377 0.5487 -0.8561 -0.0220 0.3118 0.0082
H -8.1166 1.9150 -2.7883 -0.0246 0.0635 0.1154
C -4.5155 3.3046 9.9201 0.0325 -0.0097 -0.0271
Br -4.9333 1.6342 9.0441 -0.1230 0.1707 0.2664
Br -2.7504 3.9394 9.4533 -0.2208 -0.0556 0.0344
Br -5.8697 4.6449 9.5917 0.1648 -0.1650 -0.0070
H -4.5118 3.1118 10.9859 -0.0024 0.0208 -0.1193
C -5.1108 -1.0676 -2.7718 0.3691 0.2160 0.1829
Br -6.5255 -0.0353 -3.6122 0.1949 -0.2340 -0.1512
Br -3.6391 0.0245 -2.1818 -0.2232 -0.3206 -0.1625
Br -5.7753 -2.1790 -1.3362 -0.1306 0.1576 -0.1487
H -4.7200 -1.7324 -3.5334 -0.1297 0.0431 0.0594
C -1.6032 -5.5472 -1.1479 0.0389 0.3481 0.0031
Br -2.1876 -7.3794 -1.3922 0.0505 0.0910 -0.0115
Br -0.1134 -5.1127 -2.2987 -0.1853 -0.0885 0.1048
Br -3.0562 -4.2956 -1.3520 0.2124 -0.2788 0.0097
H -1.2510 -5.4600 -0.1268 -0.0246 0.0005 -0.1167
C 2.9195 5.2131 2.7699 -0.0387 -0.0878 0.0494
Br 1.1902 4.3562 2.8502 0.1476 0.1284 -0.0616
Br 4.0949 4.3374 1.5099 -0.1574 0.1026 0.1145
Br 2.7661 7.1077 2.4120 0.0134 -0.1968 0.0079
H 3.3712 5.1109 3.7493 -0.0338 0.0293 -0.1150
C 2.3578 -8.2602 -4.6885 -0.0485 0.0336 0.0969
Br 1.2029 -9.0491 -3.3563 0.1211 0.1184 -0.2017
Br 2.9645 -9.5662 -5.9803 -0.0749 0.1277 0.1126
Br 1.5273 -6.7393 -5.5429 0.1119 -0.1931 0.0854
H 3.2369 -7.8937 -4.1707 -0.0843 -0.0509 -0.0570
C 8.3432 2.2926 -3.7328 -0.0300 -0.0776 0.0275
Br 8.4385 2.8400 -5.5852 -0.0461 -0.0397 0.2013
Br 7.6928 3.7162 -2.5965 0.0261 -0.1438 -0.1402
Br 7.3092 0.6759 -3.5153 0.3091 0.1893 -0.0384
H 9.3547 2.0697 -3.4153 -0.1052 0.0572 -0.0383

4.
44
Properties=species:S:1:pos:R:3:forces:R:3 method="wB97M-V/def2-TZVPD" orbital_gap_ev="6.83 / 7.49" relative_energy_ev=2.734 charge=+1 multiplicity=2
Cr -0.6069 -0.0380 -0.2846 2.5499 -0.6485 0.4734
C 0.5288 -1.3308 -1.5943 -0.5014 -0.1473 -0.1077
C 1.7061 -0.5686 -1.2656 0.4709 -0.1430 0.3227
C 2.1253 -0.9483 0.0155 0.1355 0.4680 -0.4869
C 1.1894 -1.8637 0.5440 -0.7187 0.2132 0.0419
C 0.2153 -2.1392 -0.4543 -0.0157 -0.1791 -0.3196
C -0.6395 -3.3738 -0.5131 -0.0629 0.1577 0.0693
C 1.2700 -2.4932 1.8925 0.0303 0.0344 -0.0098
C 3.3605 -0.4669 0.7216 -0.1403 -0.0626 -0.0718
C 2.4227 0.3758 -2.1781 -0.0835 0.0135 0.0770
C 0.0365 -1.6231 -2.9841 0.0504 0.0734 0.0857
H -0.3018 -4.0128 -1.3317 0.0267 -0.0231 0.0346
H -1.6877 -3.1507 -0.6904 -0.0047 -0.0570 -0.0175
H -0.5731 -3.9484 0.4085 -0.0005 -0.0038 0.0051
H 2.0418 -3.2679 1.8922 -0.0070 -0.0160 0.0125
H 0.3286 -2.9576 2.1763 0.0088 -0.0035 0.0239
H 1.5451 -1.7688 2.6604 -0.0006 0.0013 0.0000
H 3.9261 -1.3211 1.0958 0.0502 0.0397 0.0214
H 3.1542 0.1552 1.6024 0.0729 -0.0542 0.0535
H 4.0059 0.0908 0.0442 0.0204 0.0157 0.0460
H 3.3677 -0.0609 -2.5083 -0.0064 0.0009 -0.0203
H 2.6579 1.3223 -1.6859 0.0050 -0.0017 -0.0263
H 1.8318 0.5944 -3.0649 0.0225 0.0439 -0.0092
H -1.0494 -1.6571 -3.0298 0.0052 -0.0483 -0.0150
H 0.4151 -2.5968 -3.3044 0.0239 0.0147 -0.0482
H 0.3809 -0.8817 -3.7031 -0.0206 0.0038 -0.0072
O 0.8827 1.2714 0.7300 -0.5379 0.6167 0.2091
C 0.4940 2.4256 1.4606 0.0002 0.0633 0.0172
C -0.9755 2.6198 1.2697 -0.0045 0.0036 -0.0351
C -1.5939 3.7135 1.8484 -0.0966 0.0516 0.0070
C -2.9491 3.9043 1.6527 0.0634 -0.0588 -0.0220
C -3.6379 2.9773 0.8867 0.0095 0.0486 0.0330
C -2.9524 1.9039 0.3603 -0.0668 -0.0580 0.0011
N -1.6301 1.7084 0.5320 0.0488 0.4071 0.1500
H 1.8270 1.1343 0.8266 0.1200 -0.2472 -0.0698
H 1.0266 3.3058 1.0920 0.0348 -0.0153 0.0144
H 0.7174 2.3009 2.5238 0.0114 -0.0093 -0.0046
H -1.0166 4.4089 2.4436 0.0423 -0.0240 -0.0194
H -3.4529 4.7547 2.0916 -0.0165 -0.0080 -0.0073
H -4.6984 3.0715 0.7049 0.0007 -0.0306 -0.0109
H -3.4807 1.1524 -0.1975 -0.0290 -0.0153 -0.0265
O -4.6079 -0.8628 -0.5007 0.0505 -0.1666 -0.2637
S -3.4652 -1.1992 -1.3373 0.6949 0.6112 0.7010
N -2.1387 -0.6601 -0.8481 -2.2355 -0.8612 -0.8010